(1)
The following is a DFT calculation (ωB97M-V with the def2-TZVPD basis set) of a structure of composition C14H10F5InNO.

Cartesian coordinates (Å):
C (1.055733, -1.406457, -2.938078)
C (-0.330958, -1.435205, -3.266115)
C (-1.026234, -2.071778, -2.195080)
C (-0.074473, -2.424977, -1.197325)
C (1.217628, -2.019278, -1.658295)
In (0.637122, 0.676491, -0.545202)
C (-1.902163, 1.568610, -1.861741)
C (-0.603873, 1.745269, -2.185545)
C (0.258125, 2.180035, -3.125971)
N (2.575648, 0.451138, -1.163141)
H (-2.095850, -2.271633, -2.158598)
H (-0.776157, -1.049375, -4.181588)
H (-0.281393, -2.959134, -0.273490)
H (2.156957, -2.194260, -1.141441)
H (1.849440, -0.995041, -3.556539)
H (-2.559803, 0.927882, -2.459299)
H (3.366191, 0.951817, -0.721358)
H (-2.358184, 2.054876, -0.994148)
H (-0.067790, 2.700709, -4.029757)
H (1.337669, 2.025328, -3.011769)
F (-0.066463, 1.125470, 6.155781)
C (-0.149813, 0.714226, 4.876569)
C (-0.266687, 1.660253, 3.850676)
F (-0.353239, 2.972733, 4.159183)
C (-0.269309, 1.238451, 2.539795)
F (-0.279099, 2.169504, 1.519123)
C (-0.220990, -0.130836, 2.206921)
O (-0.192006, -0.547020, 0.967621)
C (-0.207882, -1.071494, 3.266465)
F (-0.237536, -2.383544, 2.952168)
C (-0.120905, -0.653571, 4.581756)
F (-0.013695, -1.549198, 5.588414)

Force components x, y, z for each atom (eV/Å):
-0.97 0.12 -0.06
0.37 -0.40 0.49
0.48 0.27 -0.18
0.36 0.19 -0.77
-0.99 -0.16 0.25
2.18 -1.96 -0.42
0.13 -0.27 -0.12
-0.40 1.38 -1.92
0.05 -0.62 1.02
-0.33 0.81 0.44
0.19 0.04 0.02
0.07 -0.05 0.17
0.04 0.22 -0.17
-0.23 0.11 -0.16
-0.15 -0.07 0.21
0.44 -0.16 0.38
-0.48 0.14 0.13
0.27 -0.08 -0.22
-0.27 0.14 0.50
-0.46 -0.26 -0.05
-0.08 -0.01 -0.02
-0.08 0.09 -0.32
0.13 -0.10 0.64
0.13 -0.49 -0.10
0.04 -0.14 -0.06
-0.13 -0.64 0.69
-0.06 -0.07 -0.60
-0.29 0.62 0.49
0.06 0.16 -0.24
0.13 0.62 0.33
-0.07 0.18 0.07
-0.10 0.42 -0.42

Values from the calculation:
2S+1   1
Energy above the lowest of the compared OMol25 structures with the same formula, charge and spin   0.00 kcal/mol
Orbital gap (spin up / spin down)   4.74 / 4.72 eV
Net charge   -1
Energy   -36972.488 eV

---

(2)
The following is a DFT calculation (ωB97M-V with the def2-TZVPD basis set) of a structure of composition C14H10F6InNO4PS2Se2.

Cartesian coordinates (Å):
In (1.533244, 1.009937, 0.011948)
F (5.960660, 0.463398, 1.445273)
C (4.957587, 1.238458, 1.095086)
F (5.189725, 2.472286, 1.499007)
F (3.854834, 0.790390, 1.741269)
S (4.664848, 1.151445, -0.775903)
O (3.415077, 0.371269, -0.806907)
O (5.783531, 0.535898, -1.357506)
N (4.406942, 2.622403, -1.261498)
S (3.007213, 3.186676, -0.897130)
O (2.704139, 2.939022, 0.509887)
O (1.921896, 2.708713, -1.717315)
C (3.121642, 5.043133, -1.110945)
F (2.117151, 5.568420, -0.427018)
F (3.004343, 5.376729, -2.380669)
F (4.266325, 5.482357, -0.635409)
Se (0.071054, 0.070853, 1.937810)
P (-1.023351, -0.756608, 0.127626)
Se (0.081623, -0.140921, -1.746720)
C (-2.719777, -0.081146, 0.108666)
C (-3.236641, 0.420977, -1.080980)
C (-4.514097, 0.951601, -1.104574)
C (-5.278245, 0.962848, 0.051474)
C (-4.768464, 0.443185, 1.233570)
C (-3.484080, -0.070662, 1.273264)
C (-1.104280, -2.573826, 0.257268)
C (-0.813730, -3.346495, -0.861988)
C (-0.854622, -4.726754, -0.772377)
C (-1.201913, -5.330344, 0.426323)
C (-1.515098, -4.557583, 1.535679)
C (-1.457273, -3.176503, 1.462780)
H (-2.631144, 0.407631, -1.979264)
H (-4.906759, 1.358665, -2.023736)
H (-6.275905, 1.372756, 0.030663)
H (-5.372372, 0.450716, 2.127908)
H (-3.065114, -0.437934, 2.200890)
H (-0.541004, -2.863826, -1.792891)
H (-0.611570, -5.325895, -1.636091)
H (-1.233308, -6.406670, 0.494802)
H (-1.794608, -5.035566, 2.462346)
H (-1.658481, -2.569029, 2.335382)

Force components x, y, z for each atom (eV/Å):
-0.61 -0.44 0.30
0.01 -0.03 -0.36
0.12 0.05 0.62
0.15 0.05 -0.20
0.02 -0.01 -0.22
0.44 -0.05 0.80
-0.59 -0.43 -0.02
0.46 0.01 -0.31
0.28 0.32 -0.25
0.84 1.07 -0.70
-0.90 -0.31 1.03
-0.62 -0.10 -0.41
0.10 0.64 -0.07
0.00 -0.32 0.02
0.04 -0.43 0.04
0.03 -0.26 0.08
0.24 0.14 -0.92
-0.36 -0.19 -0.15
-0.43 -0.18 0.85
0.53 -0.05 -0.11
0.23 -0.06 -0.06
-0.07 -0.02 0.03
0.06 -0.08 -0.06
0.02 -0.02 0.07
0.15 0.01 -0.05
0.18 0.48 -0.12
0.05 0.21 -0.08
-0.05 -0.03 0.05
-0.04 0.08 -0.09
-0.02 0.05 0.09
0.07 0.12 -0.07
-0.10 0.07 0.01
-0.05 0.01 -0.06
-0.09 0.05 0.02
-0.02 0.01 0.09
-0.09 -0.02 0.09
0.03 -0.12 0.01
0.01 -0.06 -0.07
0.00 -0.09 0.02
0.00 -0.01 0.08
-0.05 -0.06 0.09

Values from the calculation:
2S+1   1
Energy above the lowest of the compared OMol25 structures with the same formula, charge and spin   12.85 kcal/mol
Orbital gap   7.94 eV
Net charge   +1
Energy   -207485.097 eV

---

(3)
The following is a DFT calculation (ωB97M-V with the def2-TZVPD basis set) of a structure of composition C14H11Cl3N3O3SSeZr.

Cartesian coordinates (Å):
Zr (1.315483, 0.701512, 0.817788)
O (0.046710, 1.240739, -0.775697)
N (-1.157023, 1.805823, -0.723453)
C (-1.702516, 2.205427, -1.896710)
C (-2.939682, 2.773648, -1.924010)
C (-3.633795, 2.935965, -0.713244)
C (-3.058406, 2.529380, 0.459316)
C (-1.776219, 1.945208, 0.477647)
S (-0.960589, 1.433127, 1.884946)
H (-1.073006, 2.031800, -2.755677)
H (-3.359900, 3.089599, -2.866549)
H (-4.617977, 3.383947, -0.707061)
H (-3.561787, 2.645596, 1.407893)
C (-1.204734, -5.416515, 0.112758)
C (-0.608635, -4.048113, 0.261543)
C (-1.337999, -2.893804, 0.009013)
C (-0.751660, -1.655734, 0.174292)
N (0.521601, -1.484956, 0.569345)
C (1.230595, -2.604105, 0.807043)
C (0.709383, -3.872682, 0.669123)
H (-2.210271, -5.368415, -0.301174)
H (-1.257166, -5.916098, 1.081517)
H (-0.589913, -6.035888, -0.541174)
H (-2.369622, -2.950507, -0.312847)
H (-1.320445, -0.756128, -0.009342)
H (2.258493, -2.462501, 1.105858)
H (1.341384, -4.725722, 0.879657)
Cl (2.613011, 4.893000, -1.268171)
C (3.738081, 3.562261, -0.927796)
Cl (4.502814, 3.036161, -2.419469)
Cl (4.968967, 4.087590, 0.229222)
C (2.913421, 2.426270, -0.277754)
O (2.789115, 1.332362, -0.857232)
O (2.363512, 2.674580, 0.831850)
Se (1.778083, 0.201830, 3.684230)
C (2.955783, -0.282230, 2.432900)
N (3.444909, -0.462428, 1.381421)

Force components x, y, z for each atom (eV/Å):
-0.06 0.12 0.15
-0.04 0.04 -0.10
-0.05 -0.02 0.03
0.02 -0.01 0.00
-0.04 0.02 0.02
0.04 -0.01 -0.02
-0.03 0.00 0.00
0.06 -0.01 0.04
-0.01 0.01 -0.03
0.00 0.00 0.00
0.01 0.00 0.00
0.00 0.00 0.00
0.00 0.00 0.00
0.01 0.02 0.00
-0.01 -0.02 0.00
0.00 -0.01 0.00
0.03 0.01 0.01
-0.07 -0.24 -0.02
0.01 0.00 -0.02
-0.01 0.01 -0.01
0.00 0.00 0.00
0.00 0.00 0.00
0.00 0.00 0.00
0.00 0.01 0.00
-0.01 -0.01 0.00
0.01 0.00 0.01
0.01 0.00 0.00
-0.01 0.00 0.00
0.04 0.00 0.04
0.00 -0.01 -0.01
-0.02 0.00 -0.02
0.07 0.06 -0.04
-0.04 0.00 -0.03
0.09 0.01 -0.01
-0.14 0.04 0.13
0.06 -0.03 -0.17
0.08 0.01 0.04

Values from the calculation:
2S+1   2
Energy above the lowest of the compared OMol25 structures with the same formula, charge and spin   3.42 kcal/mol
Orbital gap (spin up / spin down)   5.71 / 8.50 eV
Net charge   0
Energy   -140341.044 eV

---

(4)
The following is a DFT calculation (ωB97M-V with the def2-TZVPD basis set) of a structure of composition C14H11CuF4N4S2.

Cartesian coordinates (Å):
Cu (-0.747350, 0.291320, -0.481459)
C (0.335020, 1.680163, -2.768672)
N (-0.324358, 2.077164, -1.470219)
C (-1.541766, 2.892635, -1.668412)
C (0.632896, 2.805101, -0.498727)
C (1.499954, 1.838676, 0.263150)
N (0.653206, 0.715667, 0.756797)
C (1.345993, -0.189650, 1.487006)
C (0.832551, -0.662968, 2.779790)
F (-0.421630, -0.244100, 3.159773)
C (1.527803, -1.589015, 3.598182)
F (0.908310, -2.122340, 4.649371)
C (2.800126, -1.967329, 3.231831)
C (3.326821, -1.579127, 2.022054)
F (4.521914, -2.093649, 1.645356)
C (2.572581, -0.812965, 1.135445)
F (2.972820, -0.745861, -0.147361)
H (0.642820, 2.600212, -3.290280)
H (-0.429529, 1.167882, -3.365737)
H (1.198783, 1.053138, -2.614515)
H (-1.233512, 3.832523, -2.120629)
H (-1.963325, 3.065412, -0.674422)
H (-2.344541, 2.330688, -2.188253)
H (0.044743, 3.488732, 0.170809)
H (1.253916, 3.416064, -1.187023)
H (1.904002, 2.377935, 1.158435)
H (2.325724, 1.537865, -0.363585)
H (3.372887, -2.588628, 3.897940)
S (-2.799244, -0.303675, -1.402671)
C (-2.465772, -1.876308, -0.780039)
S (-0.882976, -2.001315, -0.093877)
C (-3.349908, -2.963234, -0.860552)
C (-3.057047, -4.257992, -0.377889)
N (-3.003456, -5.259335, 0.222765)
C (-4.562809, -2.894113, -1.597788)
N (-5.545636, -3.019569, -2.226595)

Force components x, y, z for each atom (eV/Å):
-0.45 -0.78 0.07
-1.19 1.23 0.70
0.56 -0.25 0.85
0.17 -0.83 0.49
-0.88 0.40 -1.71
-0.78 -0.39 1.28
0.63 1.31 -0.80
0.12 -1.64 2.65
-0.07 0.06 -0.66
1.36 -0.44 -0.29
-1.09 1.56 -2.04
0.15 0.09 0.49
0.31 -0.30 0.62
-0.67 -0.01 -0.37
-0.23 0.28 -0.07
-0.25 0.06 0.28
0.36 0.42 -0.14
0.04 -0.16 -0.08
0.33 -0.02 0.14
0.14 -0.27 0.25
-0.48 0.27 -0.36
0.12 0.24 -0.10
0.79 0.42 -0.23
0.36 -0.87 -0.67
-0.08 0.15 0.65
0.00 -0.26 -0.69
0.46 -0.29 -0.22
0.12 -0.26 0.00
-0.05 0.24 -0.01
-0.11 -1.08 -0.03
-0.26 0.08 0.05
0.62 1.23 -0.72
-0.14 -1.47 2.09
0.26 1.20 -1.31
-1.97 -0.45 -1.34
1.79 0.52 1.23

Values from the calculation:
2S+1   2
Orbital gap (spin up / spin down)   7.17 / 7.11 eV
Net charge   -1
Energy   -97837.655 eV

---

(5)
The following is a DFT calculation (ωB97M-V with the def2-TZVPD basis set) of a structure of composition C14H11FHfNO7S.

Cartesian coordinates (Å):
Hf (0.259182, -0.246888, -0.066050)
O (0.036876, -2.266193, 0.383099)
S (-1.114170, -1.683546, 1.276153)
O (-1.904268, -2.613445, 1.962928)
O (-1.778452, -0.781583, 0.219845)
O (-0.324421, -0.632666, 2.021221)
C (2.007291, 6.465776, -2.855656)
C (3.067771, 6.018085, -1.867045)
C (3.303358, 7.057667, -0.789132)
C (4.371877, 6.601611, 0.182479)
C (3.992052, 5.281605, 0.784100)
C (4.412516, 4.914159, 2.037071)
C (4.052999, 3.677096, 2.581486)
F (4.499264, 3.386179, 3.801008)
C (3.278099, 2.780193, 1.912228)
C (2.825329, 3.134345, 0.627725)
C (2.014875, 2.223931, -0.118874)
O (1.719840, 1.067650, 0.452574)
C (1.576003, 2.582247, -1.385568)
C (1.957128, 3.835076, -1.868556)
N (2.698097, 4.697913, -1.205013)
C (3.174202, 4.377442, 0.070010)
C (0.722173, 1.783768, -2.337338)
O (0.407100, 2.199644, -3.407872)
O (0.350176, 0.571700, -1.872460)
H (2.253080, 7.480911, -3.165483)
H (1.018047, 6.488420, -2.395846)
H (1.969310, 5.867453, -3.763877)
H (4.006012, 5.810212, -2.387235)
H (2.362009, 7.261828, -0.270459)
H (3.601792, 7.981639, -1.283501)
H (4.529453, 7.333965, 0.973073)
H (5.326464, 6.496285, -0.342682)
H (5.029849, 5.577098, 2.630322)
H (3.018264, 1.830683, 2.354419)
H (1.621653, 4.124010, -2.852229)

Force components x, y, z for each atom (eV/Å):
0.71 0.51 -1.02
-0.15 0.34 0.08
-0.57 -0.87 0.43
0.02 0.08 0.01
0.23 -0.01 0.07
0.02 0.01 0.06
0.01 0.08 -0.06
-0.04 -0.34 0.14
-0.06 0.10 -0.07
0.06 -0.01 0.02
-0.06 -0.13 0.02
0.01 -0.02 0.03
0.09 0.05 0.06
-0.02 -0.01 -0.02
-0.03 0.04 -0.07
0.08 0.00 0.05
-0.09 -0.39 0.14
-0.33 0.07 -0.12
0.13 0.42 -0.22
-0.01 -0.01 0.02
0.04 0.12 0.01
-0.01 0.15 -0.21
0.03 -0.35 0.26
0.02 0.05 -0.07
-0.04 0.14 0.41
0.00 -0.01 0.00
0.01 0.00 0.01
0.01 -0.02 0.01
0.03 0.06 0.00
0.01 -0.02 0.02
0.01 0.00 0.02
-0.02 0.00 0.00
0.00 0.01 0.00
0.00 0.01 -0.02
-0.02 -0.01 -0.02
-0.04 -0.06 0.00

Values from the calculation:
2S+1   1
Energy above the lowest of the compared OMol25 structures with the same formula, charge and spin   0.00 kcal/mol
Orbital gap   8.12 eV
Net charge   +1
Energy   -45376.695 eV

---

(6)
The following is a DFT calculation (ωB97M-V with the def2-TZVPD basis set) of an isolated molecule of C14H12BrFN2O.

Cartesian coordinates (Å):
C (3.570202, 0.316607, 1.421684)
C (2.491858, 0.109276, 0.408653)
C (1.706054, 1.163181, -0.030091)
C (0.686741, 0.979793, -0.960699)
N (-0.098099, 2.076245, -1.326120)
C (-1.402363, 2.096722, -1.764565)
O (-1.823624, 3.000956, -2.450421)
N (-2.209223, 1.051979, -1.379442)
C (-2.078854, 0.186036, -0.295619)
C (-1.476025, 0.550613, 0.905653)
C (-1.354231, -0.363254, 1.935856)
C (-1.849630, -1.649292, 1.803865)
C (-2.491595, -2.022352, 0.635117)
C (-2.596783, -1.106421, -0.389532)
F (-3.218048, -1.463047, -1.539462)
C (0.484605, -0.283347, -1.510879)
C (1.250084, -1.347973, -1.080271)
C (2.227706, -1.150676, -0.122017)
Br (3.234431, -2.657016, 0.468351)
H (3.376243, -0.285320, 2.309302)
H (4.533556, 0.003404, 1.019804)
H (3.634128, 1.361355, 1.712665)
H (1.880871, 2.151572, 0.369901)
H (0.378118, 2.960637, -1.439413)
H (-3.054164, 0.961224, -1.928721)
H (-1.109322, 1.557187, 1.027677)
H (-0.874023, -0.062720, 2.854169)
H (-1.747010, -2.358881, 2.609221)
H (-2.902166, -3.010826, 0.504662)
H (-0.260138, -0.433956, -2.275637)
H (1.090702, -2.331705, -1.493689)

Force components x, y, z for each atom (eV/Å):
0.04 0.04 0.04
0.03 -0.24 -0.09
-0.20 -0.04 -0.19
0.42 -0.47 -0.03
0.13 0.45 0.05
0.06 0.03 0.05
-0.12 0.22 -0.19
-0.42 -0.21 -0.35
-0.18 -0.33 0.42
-0.24 -0.09 -0.01
0.06 0.02 0.03
-0.01 -0.02 -0.02
-0.03 0.07 -0.13
0.12 0.19 0.07
0.08 0.08 0.07
0.17 0.19 -0.03
0.06 -0.02 0.10
0.07 -0.10 0.07
-0.09 0.10 -0.07
0.05 0.00 0.05
0.05 0.00 0.05
0.01 0.07 0.03
-0.01 0.12 0.10
-0.18 -0.10 -0.08
0.18 0.15 0.05
0.04 0.09 -0.02
0.06 0.03 0.08
0.00 -0.07 0.08
-0.05 -0.10 -0.05
-0.10 0.00 -0.06
-0.01 -0.08 -0.02

Values from the calculation:
2S+1   1
Orbital gap   9.22 eV
Net charge   0
Energy   -92501.536 eV